(1)
The following is a quantum chemistry calculation of a structure of composition C32H29N7O3PS2Y, from the Open Molecules 2025 dataset.

```
75
Properties=species:S:1:pos:R:3:nbo_charge:R:1
H 5.135 -0.217 1.452 0.41
H 0.627 1.111 -3.263 0.21
H -1.451 5.133 1.386 0.24
C -1.144 0.545 4.982 -0.20
C 5.628 -0.429 -0.875 -0.71
C 1.752 4.913 0.296 -0.26
N -1.537 2.531 1.035 -0.88
H 4.732 -1.521 -3.118 0.25
C -1.382 -0.803 5.200 -0.18
H 3.753 0.345 4.589 0.44
S 1.808 0.470 2.687 -0.18
C 1.754 3.568 0.078 0.06
C -1.539 0.231 2.632 -0.42
C 3.356 -0.245 -2.085 0.15
O 0.664 -1.494 -0.156 -0.92
C -1.693 -1.643 4.134 -0.19
N 0.363 -3.752 -0.205 -0.68
C 3.820 -0.945 -3.179 -0.20
C -2.305 -2.900 -4.119 -0.17
C -3.914 -0.059 -0.516 -0.21
C 0.568 5.492 0.774 -0.09
N 3.481 0.021 0.248 -0.31
H 2.635 5.501 0.101 0.25
H -3.971 1.718 2.377 0.22
H -6.378 1.586 1.956 0.24
N 2.195 0.440 -2.105 -0.55
C -1.121 -1.407 -2.633 -0.22
C -3.427 0.646 0.574 -0.29
C 0.121 -2.592 -0.667 0.58
H -1.021 2.118 3.531 0.22
C -1.213 1.065 3.695 -0.21
C -6.168 0.439 0.152 -0.16
P -1.658 0.814 0.921 0.96
N 4.216 0.243 3.700 -0.73
N 0.677 2.770 0.296 -0.67
C 1.941 -0.137 -4.414 -0.22
H 6.012 -0.232 -1.872 0.27
H -1.879 -2.694 4.305 0.24
H -5.656 -0.729 -1.570 0.23
C -1.921 -4.004 -3.362 -0.16
H 5.215 0.111 3.700 0.42
C -1.773 -1.129 2.851 -0.14
H -0.851 -0.393 -2.354 0.19
C 1.530 0.509 -3.260 0.09
S -0.427 -4.911 -1.106 2.30
C -0.736 -2.497 -1.881 -0.08
O 0.554 -5.707 -1.767 -0.89
H 6.153 0.242 -0.195 0.24
Y 0.987 0.423 0.047 1.91
H -2.222 -5.005 -3.637 0.25
H -2.230 -0.771 -4.360 0.23
H 1.361 -0.042 -5.321 0.26
H 3.424 -1.457 -5.229 0.26
C -0.529 4.709 1.013 -0.27
O -1.460 -5.489 -0.312 -0.89
C -0.445 3.329 0.768 0.44
H -0.908 1.195 5.814 0.23
C 3.088 -0.905 -4.362 -0.10
C 3.479 0.248 2.595 0.34
H -2.353 3.032 1.363 0.43
H -3.241 -0.540 -1.198 0.22
C -1.128 -3.768 -2.260 -0.30
N 4.160 0.052 1.437 -0.43
C -5.687 1.135 1.257 -0.19
H -2.028 -1.789 2.029 0.22
C 4.148 -0.210 -0.822 0.31
C -5.284 -0.166 -0.724 -0.19
C -4.325 1.226 1.477 -0.22
H 2.645 3.075 -0.300 0.21
C -1.907 -1.614 -3.763 -0.20
H 0.521 6.557 0.959 0.25
H -1.329 -1.206 6.202 0.24
H -2.917 -3.043 -4.999 0.24
H 5.884 -1.460 -0.613 0.27
H -7.234 0.359 -0.012 0.24
```

Its LUMO energy is -6.305 eV. Its spin multiplicity is 1. For the relative energy (zero: lowest compared OMol25 entry of this formula, charge and spin), the calculation gives 0.0 kcal per mole. The total charge is +2. The value obtained for the strongest force on any atom is 2.6 eV/Å.

***

(2)
The following is a quantum chemistry calculation of a structure of composition C32H29NOP2Pt, from the Open Molecules 2025 dataset.

```
66
Properties=species:S:1:pos:R:3:nbo_charge:R:1
C -3.032 -2.348 3.873 -0.20
H 4.477 0.927 2.586 0.25
H -1.136 4.324 -5.457 0.24
H -0.596 -4.701 3.823 0.24
O -0.474 -2.672 -0.421 -0.41
C -1.018 1.764 3.999 -0.21
C 2.391 -1.808 -3.840 -0.19
H -0.890 -1.533 -2.993 0.21
C 1.113 -3.658 -4.695 -0.16
C -2.410 -3.573 4.056 -0.15
H -4.068 -2.217 4.158 0.24
H 2.724 -2.145 0.184 0.27
H 3.344 -1.302 -3.760 0.22
C 2.912 0.830 -1.918 -0.75
C -1.409 2.304 1.667 -0.20
C -1.657 2.936 4.365 -0.17
C 2.325 -3.000 -4.552 -0.19
N 2.065 0.479 0.430 -0.48
C -0.564 2.262 -5.388 -0.19
C 0.022 -1.945 -3.415 -0.15
C 1.956 -2.889 0.000 -0.75
C 0.431 1.521 -3.337 -0.34
H -0.891 2.057 -6.399 0.24
C 3.833 0.823 1.727 -0.23
H -0.634 1.098 4.762 0.23
H 2.165 -3.456 -0.911 0.30
H 0.088 0.250 -5.051 0.23
C 0.290 2.806 -2.800 -0.22
H -2.673 4.698 3.689 0.24
C 1.241 -1.278 -3.262 -0.43
H 3.221 -3.404 -5.004 0.24
H 0.663 -2.837 2.867 0.20
C -2.329 -1.282 3.330 -0.12
H -1.317 2.058 0.614 0.20
H -2.959 -4.400 4.486 0.24
H 0.629 3.024 -1.791 0.22
C 4.207 1.039 0.351 -0.23
H 3.040 1.845 -2.298 0.28
H 5.178 1.345 -0.005 0.25
H -0.990 -3.636 -4.251 0.24
C 3.132 0.779 -0.431 0.09
C -2.171 3.786 3.392 -0.15
Pt 0.438 -0.301 -0.095 0.78
H 1.697 0.577 3.751 0.28
C 2.538 0.431 1.756 0.08
C 0.606 -2.283 -0.192 0.64
H -2.827 -0.331 3.191 0.22
C -0.042 -3.128 -4.130 -0.21
H -2.457 4.138 1.294 0.24
P -0.089 -0.080 2.219 1.06
C -0.267 3.814 -3.564 -0.18
C -0.375 -2.684 3.144 -0.21
H -0.368 4.811 -3.158 0.24
C -2.050 3.475 2.046 -0.20
H -1.758 3.185 5.413 0.24
H 1.065 -4.583 -5.253 0.24
H 3.614 0.201 -2.464 0.27
C -1.080 -3.743 3.686 -0.18
C -0.012 1.241 -4.629 -0.19
H 1.876 -1.066 3.163 0.26
C -0.695 3.537 -4.859 -0.15
C -0.895 1.454 2.642 -0.34
C 1.627 -0.047 2.860 -0.75
C -0.989 -1.441 2.979 -0.42
H 1.869 -3.586 0.836 0.29
P 1.211 0.275 -2.326 1.02
```

Its LUMO energy is -7.546 eV. Its spin multiplicity is 1. For the relative energy (zero: lowest compared OMol25 entry of this formula, charge and spin), the calculation gives 10.3 kcal per mole. The total charge is +2. The value obtained for the strongest force on any atom is 1.4 eV/Å.